Here is a structure of composition C5H13O2 from the OMol25 dataset. Energies are from wB97M-V/def2-TZVPD.

Geometry as XYZ:
```
20
Properties=species:S:1:pos:R:3:lowdin_charge:R:1
C 0.22 -0.91 1.37 -0.36
O -0.99 -0.74 2.06 -0.29
C 0.05 -0.56 -0.12 -0.18
C 1.01 0.52 -0.69 -0.43
C 0.74 1.82 0.07 -0.10
C 0.62 0.73 -2.17 -0.12
H 0.95 -0.23 1.81 0.09
H 0.40 -1.99 1.45 0.10
H -0.88 0.02 -0.15 0.10
H -0.24 -1.36 -0.82 0.11
H 2.06 0.23 -0.68 0.12
H 0.01 2.44 -0.48 0.07
H 0.28 1.65 1.04 0.07
H 1.62 2.47 0.18 0.07
H 1.02 1.69 -2.51 0.06
H -0.47 0.72 -2.24 0.07
H 1.02 -0.09 -2.76 0.07
H -3.24 -2.09 1.38 -0.06
H -1.74 -1.67 1.79 -0.04
O -2.44 -2.63 1.47 -0.35
```

Results
molecular weight = 105.157 g/mol
net charge = -1
electronic energy = -348.77173 Eh

---

Here is the molecule C2H5N3O from the OMol25 dataset. Energies are from wB97M-V/def2-TZVPD.

Geometry as XYZ:
```
11
Properties=species:S:1:pos:R:3:lowdin_charge:R:1
C 0.58 -1.17 -1.48 -0.11
N -0.03 -0.36 -0.42 -0.09
N 0.47 0.78 -0.30 -0.02
N 0.07 1.31 0.87 0.00
C -0.94 0.59 1.60 -0.28
O -1.75 1.18 2.30 0.03
H 1.27 -0.59 -2.09 0.07
H 1.13 -2.00 -1.04 0.07
H -0.20 -1.56 -2.13 0.07
H 0.23 2.31 0.99 0.14
H -0.82 -0.49 1.69 0.12
```

Results
molecular weight = 87.082 g/mol
electronic energy = -318.63956 Eh
SMILES = C/N=N/NC=O

---

Here is a cluster of 3 separate species, C5H12O5 in total from the OMol25 dataset. Energies are from wB97M-V/def2-TZVPD.

Geometry as XYZ:
```
22
Properties=species:S:1:pos:R:3:lowdin_charge:R:1
C 0.98 -1.82 0.55 -0.30
C -0.93 -0.96 -0.52 -0.14
C -2.06 -1.22 0.46 -0.13
O 0.83 -1.34 1.73 0.07
O 1.93 -1.41 -0.29 0.09
H 0.58 -0.25 1.68 0.08
H 1.87 -0.43 -0.41 0.10
H 0.71 -2.86 0.41 0.16
H -0.59 -1.87 -1.01 0.08
H -1.24 -0.36 -1.38 0.08
H -1.74 -1.83 1.31 0.07
H -2.90 -1.73 -0.02 0.07
H -2.45 -0.29 0.88 0.07
C 1.58 2.24 -0.93 -0.03
C -0.13 0.90 0.03 -0.65
O 0.91 0.97 -0.90 -0.13
O -1.17 1.69 -0.38 0.08
O 0.18 0.93 1.26 0.02
H -1.62 2.00 0.41 0.13
H 0.90 3.02 -1.27 0.09
H 2.40 2.13 -1.65 0.09
H 1.98 2.49 0.05 0.10
```

Results
molecular weight = 152.146 g/mol
electronic energy = -573.80482 Eh

---

Here is a structure of composition C33H40F3I2N3PmSSbSi from the OMol25 dataset. Energies are from wB97M-V/def2-TZVPD.

Geometry as XYZ:
```
85
Properties=species:S:1:pos:R:3:lowdin_charge:R:1
Pm -0.74 0.15 2.01 0.96
C -1.85 -5.14 -0.35 -0.20
Si -3.45 -4.32 -0.92 0.49
C -3.82 -4.23 -2.73 -0.17
C -4.84 -5.24 -0.14 -0.19
C -3.62 -2.56 -0.18 -0.20
C -4.91 -2.02 -0.11 -0.06
C -5.23 -0.84 0.57 -0.05
C -4.24 -0.21 1.26 -0.13
N -2.94 -0.58 1.09 -0.19
C -2.60 -1.70 0.39 -0.76
S -0.89 -1.97 0.28 0.52
H -2.00 -6.25 -0.37 0.05
H -1.57 -4.76 0.66 0.01
H -1.00 -4.88 -1.01 0.02
H -3.84 -5.26 -3.14 0.06
H -3.09 -3.66 -3.31 0.04
H -4.82 -3.75 -2.84 0.05
H -4.86 -6.34 -0.36 0.06
H -5.79 -4.79 -0.41 0.02
H -4.72 -5.17 0.98 0.06
H -5.71 -2.58 -0.59 0.11
H -6.27 -0.50 0.58 0.13
H -4.40 0.60 1.98 0.12
I -1.50 -1.45 4.43 0.87
C 0.04 -0.04 5.37 -0.84
I 1.08 1.60 4.22 0.84
H 0.80 -0.72 5.73 -0.02
H -0.48 0.46 6.18 -0.02
C -3.79 4.66 -1.04 -0.05
C -2.29 4.80 -1.36 -0.18
N -1.42 4.20 -0.33 -0.08
C -0.93 5.20 0.66 -0.17
C -2.06 5.67 1.61 -0.05
C -1.26 2.88 -0.17 -0.42
C -1.57 1.97 -1.32 0.00
N -0.87 2.28 0.93 -0.09
H -4.39 4.81 -1.98 0.10
H -4.07 5.37 -0.28 0.05
H -4.01 3.62 -0.64 0.09
H -2.03 5.85 -1.35 0.12
H -1.95 4.37 -2.32 0.12
H -0.58 6.03 0.05 0.12
H -0.09 4.77 1.17 0.10
H -2.72 6.41 1.14 0.08
H -1.63 6.12 2.51 0.08
H -2.65 4.77 1.91 0.09
H -0.98 2.27 -2.20 0.10
H -2.63 2.04 -1.61 0.09
H -1.32 0.91 -1.05 0.06
H -0.60 2.95 1.66 0.02
F 2.45 -3.09 -5.29 0.06
C 2.47 -2.26 -4.21 -0.26
C 3.53 -2.41 -3.32 0.01
C 3.59 -1.62 -2.17 -0.12
C 2.56 -0.74 -1.93 -0.39
C 1.49 -0.60 -2.83 -0.13
C 1.42 -1.37 -3.99 0.00
Sb 2.47 0.39 -0.08 1.44
C 3.28 -1.20 1.21 -0.40
C 3.06 -2.58 1.03 -0.10
C 3.41 -3.48 2.04 0.02
C 3.78 -2.97 3.28 -0.25
F 3.89 -3.86 4.29 0.07
C 4.01 -1.60 3.47 -0.02
C 3.76 -0.76 2.42 -0.21
C 4.28 1.53 -0.22 -0.41
C 4.13 2.82 -0.72 -0.14
C 5.27 3.60 -1.01 0.01
C 6.52 3.02 -0.82 -0.24
F 7.68 3.64 -1.10 0.08
C 6.64 1.74 -0.24 0.00
C 5.53 0.99 0.06 -0.12
H 4.33 -3.13 -3.56 0.14
H 4.41 -1.67 -1.45 0.10
H 0.74 0.16 -2.68 0.07
H 0.66 -1.24 -4.78 0.13
H 2.58 -2.92 0.12 0.10
H 3.29 -4.54 1.90 0.13
H 4.39 -1.23 4.43 0.13
H 3.92 0.31 2.60 0.08
H 3.15 3.26 -0.81 0.08
H 5.16 4.61 -1.40 0.12
H 7.64 1.38 0.02 0.14
H 5.63 0.02 0.50 0.09
```

Results
molecular weight = 1116.419 g/mol
<S²> = 6.008
net charge = +2
electronic energy = -3876.54517 Eh
multiplicity = 5

---

Here is a structure of composition C57H84KNO10S3 from the OMol25 dataset. Energies are from wB97M-V/def2-TZVPD.

Geometry as XYZ:
```
156
Properties=species:S:1:pos:R:3:lowdin_charge:R:1
K -2.11 -1.70 2.31 0.81
C 1.38 0.10 1.82 -0.04
C 1.05 0.80 0.44 -0.46
C 2.06 0.09 -0.45 -0.16
C 1.70 0.48 -1.86 -0.20
C 0.32 -0.02 -2.18 -0.14
C -0.78 0.62 -1.28 -0.42
N -0.37 0.45 0.19 0.00
O -1.36 1.04 1.10 -0.05
C -1.96 -0.37 -1.40 -0.03
C -1.06 1.99 -1.89 0.00
C 1.52 2.27 0.61 0.00
H 2.43 0.32 2.05 0.08
H 1.19 -0.97 1.94 0.05
H 0.72 0.62 2.52 0.05
H 2.11 -0.99 -0.32 0.11
H 3.05 0.34 -0.08 0.12
H 2.46 0.09 -2.52 0.11
H 1.86 1.55 -1.99 0.11
H 0.27 -1.10 -2.36 0.12
H 0.21 0.48 -3.14 0.10
H -1.90 -1.13 -0.62 0.05
H -2.14 -0.77 -2.40 0.09
H -2.84 0.22 -1.17 0.06
H -1.09 2.78 -1.15 0.09
H -2.01 1.97 -2.42 0.08
H -0.38 2.54 -2.54 0.09
H 2.57 2.46 0.80 0.10
H 1.01 2.72 1.46 0.07
H 1.27 2.82 -0.30 0.07
C -0.38 5.78 1.10 -0.23
S -2.12 6.15 0.38 0.82
O -3.08 5.13 0.96 -0.56
C -2.41 7.75 1.21 -0.27
H -0.63 5.81 2.16 0.01
H 0.33 6.59 0.98 0.04
H 0.32 4.97 0.87 0.02
H -2.10 7.74 2.26 0.05
H -3.46 7.99 1.32 0.05
H -1.90 8.57 0.70 0.05
C 1.05 2.41 4.67 -0.28
S 0.07 3.93 4.56 0.85
O -0.97 3.82 3.42 -0.57
C -0.86 3.67 6.18 -0.22
H 0.38 1.62 4.34 0.04
H 1.40 2.16 5.68 0.05
H 1.89 2.50 3.98 0.04
H -1.32 4.65 6.30 0.04
H -0.17 3.45 6.99 0.04
H -1.46 2.76 6.08 0.05
C -7.81 1.18 0.37 -0.24
S -6.70 2.19 -0.73 0.84
O -5.77 2.99 0.13 -0.56
C -5.58 0.74 -1.21 -0.23
H -7.71 0.11 0.23 0.03
H -8.85 1.43 0.16 0.04
H -7.63 1.43 1.41 0.06
H -4.79 1.09 -1.88 0.03
H -6.13 0.03 -1.82 0.04
H -5.21 0.30 -0.29 0.04
C -6.31 -3.45 -2.54 -0.06
C -6.73 -2.82 -1.36 -0.09
C -5.74 -2.55 -0.39 -0.11
C -4.38 -2.79 -0.61 -0.09
C -4.02 -3.32 -1.85 -0.10
C -4.92 -3.61 -2.83 -0.06
H -6.95 -3.41 -3.41 0.10
H -7.77 -2.58 -1.25 0.10
H -6.12 -2.11 0.52 0.09
H -3.54 -2.70 0.06 0.05
H -2.96 -3.44 -2.03 0.09
H -4.49 -4.03 -3.73 0.10
C 4.93 0.98 7.52 -0.11
C 4.61 0.88 6.20 -0.09
C 3.55 0.05 5.86 -0.13
C 2.83 -0.62 6.83 -0.09
C 3.15 -0.45 8.17 -0.07
C 4.25 0.34 8.54 -0.07
H 5.63 1.72 7.86 0.11
H 5.25 1.41 5.52 0.11
H 3.30 -0.10 4.82 0.08
H 2.02 -1.26 6.49 0.08
H 2.55 -1.00 8.88 0.10
H 4.58 0.49 9.55 0.11
C 5.66 -0.93 2.54 -0.08
C 6.75 -0.75 1.66 -0.09
C 8.03 -1.01 2.07 -0.11
C 8.30 -1.36 3.35 -0.08
C 7.21 -1.69 4.16 -0.09
C 5.93 -1.42 3.80 -0.13
H 4.62 -0.69 2.36 0.08
H 6.50 -0.38 0.67 0.10
H 8.83 -0.85 1.35 0.11
H 9.30 -1.26 3.75 0.11
H 7.36 -2.02 5.18 0.11
H 5.19 -1.50 4.59 0.08
C 3.64 0.32 -7.48 -0.06
C 4.78 0.96 -7.04 -0.09
C 4.75 1.64 -5.82 -0.07
C 3.56 1.71 -5.14 -0.14
C 2.49 0.96 -5.37 -0.12
C 2.51 0.30 -6.58 -0.07
H 3.55 -0.31 -8.35 0.10
H 5.65 1.12 -7.65 0.10
H 5.57 2.22 -5.41 0.11
H 3.58 2.28 -4.23 0.10
H 1.67 0.96 -4.68 0.09
H 1.78 -0.45 -6.85 0.07
C 2.01 -4.91 6.13 -0.09
C 0.90 -4.10 6.03 -0.11
C 0.77 -3.25 4.98 -0.12
C 1.83 -2.96 4.09 -0.08
C 2.92 -3.83 4.15 -0.08
C 3.06 -4.77 5.23 -0.05
H 2.20 -5.64 6.91 0.11
H 0.30 -4.20 6.92 0.11
H -0.03 -2.53 4.89 0.08
H 1.90 -2.29 3.25 0.07
H 3.74 -3.80 3.45 0.09
H 3.96 -5.36 5.31 0.10
O -1.77 -5.08 -4.26 0.08
C -1.26 -4.38 -5.11 -0.52
O -0.38 -4.86 -5.90 0.08
C 0.17 -3.89 -6.72 -0.15
C -0.27 -2.50 -6.13 -0.12
C -1.60 -2.90 -5.39 -0.03
H 0.13 -4.01 -7.81 0.13
H 1.23 -3.98 -6.52 0.12
H -0.54 -1.83 -6.95 0.11
H 0.48 -2.06 -5.48 0.10
H -2.55 -2.85 -5.91 0.13
H -1.58 -2.27 -4.50 0.10
O -4.45 2.80 -6.12 0.08
C -4.86 3.59 -5.27 -0.46
O -6.09 4.20 -5.42 0.03
C -6.40 4.79 -4.08 -0.13
C -5.15 4.87 -3.23 -0.15
C -4.16 3.99 -4.01 -0.06
H -7.04 4.08 -3.57 0.11
H -6.90 5.76 -4.18 0.12
H -5.38 4.45 -2.25 0.09
H -5.05 5.94 -3.06 0.12
H -3.74 3.17 -3.43 0.10
H -3.38 4.68 -4.34 0.13
O -0.61 -3.25 0.42 0.01
C -0.03 -3.83 -0.47 -0.48
O -0.77 -4.65 -1.22 0.02
C 0.15 -5.63 -1.82 -0.09
C 1.57 -5.00 -1.83 -0.12
C 1.42 -3.92 -0.77 -0.08
H -0.25 -5.96 -2.78 0.11
H 0.04 -6.39 -1.05 0.13
H 1.79 -4.57 -2.81 0.11
H 2.25 -5.79 -1.54 0.12
H 1.79 -3.06 -1.32 0.11
H 2.06 -4.15 0.08 0.14
```

Results
molecular weight = 1078.595 g/mol
<S²> = 0.756
net charge = +1
electronic energy = -4823.44406 Eh
multiplicity = 2

---

Here is a structure of composition C18H15FeN6O3S3 from the OMol25 dataset. Energies are from wB97M-V/def2-TZVPD.

Geometry as XYZ:
```
46
Properties=species:S:1:pos:R:3:lowdin_charge:R:1
Fe -1.73 -0.42 1.34 0.67
N -1.29 -1.91 2.96 -0.12
C -2.23 -3.02 2.95 -0.18
C -3.61 -2.50 2.53 -0.53
O -4.67 -2.97 2.97 -0.02
N -3.53 -1.40 1.69 -0.08
C -4.61 -0.45 1.80 -0.15
C -4.03 0.89 2.40 -0.59
O -4.80 1.72 2.88 0.00
O -2.72 1.04 2.27 -0.21
H -0.34 -2.28 3.05 0.01
H -1.44 -1.32 3.78 0.11
H -2.39 -3.49 3.94 0.12
H -1.95 -3.82 2.24 0.12
H -5.34 -0.82 2.54 0.11
H -5.04 -0.17 0.83 0.10
N -4.58 2.42 -4.77 0.16
C -3.99 1.96 -3.86 -0.17
C -3.34 1.47 -2.69 -0.20
C -3.32 2.24 -1.50 0.01
C -2.72 1.73 -0.39 -0.08
N -2.11 0.52 -0.43 -0.01
C -2.06 -0.20 -1.56 -0.10
C -2.65 0.23 -2.72 0.01
H -3.76 3.23 -1.48 0.13
H -2.60 2.31 0.53 0.13
H -1.50 -1.13 -1.51 0.11
H -2.67 -0.40 -3.60 0.13
S 5.14 -2.70 -2.32 0.57
C 3.95 -1.94 -1.48 -1.08
S 2.48 -2.81 -1.03 0.91
C 1.90 -1.42 -0.08 -1.13
N 2.67 -0.36 -0.33 -0.02
N 3.84 -0.65 -0.94 -0.15
C 4.84 0.41 -0.97 -0.18
C 6.16 0.20 -1.35 -0.05
C 7.03 1.29 -1.38 -0.09
C 6.58 2.56 -1.00 -0.12
C 5.27 2.76 -0.62 -0.09
C 4.40 1.69 -0.62 -0.03
S 0.62 -1.71 0.94 0.58
H 6.50 -0.81 -1.65 0.03
H 8.08 1.16 -1.67 0.11
H 7.29 3.38 -0.98 0.09
H 4.95 3.75 -0.34 0.10
H 3.34 1.77 -0.35 0.11
```

Results
molecular weight = 515.403 g/mol
<S²> = 6.017
net charge = -1
electronic energy = -3707.57471 Eh
multiplicity = 5

---

Here is a structure of composition C55H38Cl2IrN4O5 from the OMol25 dataset. Energies are from wB97M-V/def2-TZVPD.

Geometry as XYZ:
```
105
Properties=species:S:1:pos:R:3:lowdin_charge:R:1
Ir 0.54 -0.06 0.21 1.34
C 5.22 -5.30 -2.86 -0.08
C 3.94 -5.72 -3.19 -0.08
C 2.83 -5.02 -2.73 -0.03
C 3.01 -3.90 -1.92 -0.20
C 4.29 -3.48 -1.58 -0.01
C 5.39 -4.18 -2.06 -0.07
C 1.82 -3.15 -1.42 -0.05
C 1.13 -2.49 -2.36 -0.15
C 1.56 -1.87 -3.59 0.00
C 1.12 -0.62 -3.84 0.00
C 0.45 0.14 -2.79 -0.22
C 0.38 1.51 -2.83 -0.08
C 0.93 2.27 -3.99 -0.20
C 2.30 2.28 -4.24 -0.04
C 2.83 2.99 -5.31 -0.08
C 1.99 3.73 -6.13 -0.09
C 0.63 3.74 -5.89 -0.08
C 0.10 3.02 -4.83 -0.04
C -0.02 2.27 -1.69 -0.20
N 0.16 1.85 -0.42 -0.02
C -0.21 2.90 0.41 -0.21
C 0.04 2.95 1.75 -0.05
C -0.42 4.13 2.53 -0.20
C 0.15 5.38 2.36 -0.04
C -0.31 6.46 3.10 -0.08
C -1.34 6.29 4.01 -0.09
C -1.92 5.04 4.17 -0.07
C -1.46 3.95 3.44 -0.01
C 0.72 1.92 2.48 -0.22
C 1.13 2.07 3.85 0.01
C 1.67 0.88 4.22 0.02
C 1.57 0.01 3.09 -0.22
N 1.04 0.70 2.02 -0.04
C 1.87 -1.34 3.09 -0.04
C 1.75 -2.25 2.02 -0.23
C 2.17 -3.61 2.11 0.01
C 2.12 -4.12 0.85 -0.02
C 1.64 -3.08 0.01 -0.22
N 1.37 -1.95 0.73 0.00
C 2.45 -1.89 4.36 -0.22
C 3.82 -2.07 4.47 -0.03
C 4.38 -2.56 5.64 -0.08
C 3.56 -2.88 6.72 -0.09
C 2.19 -2.70 6.61 -0.07
C 1.63 -2.20 5.44 -0.02
C -0.73 3.98 -0.40 0.03
C -0.56 3.61 -1.69 0.02
N -0.02 -0.49 -1.67 0.00
H 6.08 -5.84 -3.23 0.10
H 3.80 -6.60 -3.81 0.10
H 1.83 -5.34 -2.99 0.12
H 4.42 -2.62 -0.94 0.13
H 6.39 -3.85 -1.80 0.11
H 2.24 -2.39 -4.26 0.13
H 1.37 -0.11 -4.75 0.12
H 2.96 1.72 -3.58 0.12
H 3.90 2.98 -5.48 0.10
H 2.40 4.30 -6.96 0.10
H -0.04 4.31 -6.53 0.10
H -0.97 3.01 -4.68 0.12
H 0.96 5.51 1.65 0.12
H 0.14 7.44 2.97 0.10
H -1.70 7.13 4.59 0.10
H -2.73 4.90 4.87 0.10
H -1.91 2.97 3.54 0.11
H 1.01 2.96 4.44 0.12
H 2.07 0.61 5.18 0.12
H 2.49 -4.10 3.01 0.12
H 2.41 -5.10 0.52 0.12
H 4.46 -1.82 3.63 0.12
H 5.45 -2.70 5.72 0.10
H 3.99 -3.26 7.63 0.10
H 1.54 -2.94 7.44 0.10
H 0.57 -2.06 5.35 0.10
H -1.13 4.90 -0.03 0.12
H -0.81 4.19 -2.57 0.10
C -1.24 -3.18 -6.76 -0.07
O -2.31 -3.68 -5.97 -0.07
C -2.27 -3.43 -4.64 -0.26
C -3.33 -3.92 -3.88 0.02
C -3.37 -3.67 -2.53 0.01
C -2.36 -2.95 -1.88 -0.08
C -2.63 -2.55 -0.45 -0.39
C -2.56 -3.62 0.60 0.01
O -2.97 -1.42 -0.25 0.13
C -1.30 -2.54 -2.65 -0.07
O -0.15 -1.97 -1.96 -0.09
C -1.23 -2.75 -4.02 0.07
H -1.48 -3.46 -7.78 0.10
H -0.29 -3.63 -6.47 0.10
H -1.17 -2.09 -6.69 0.10
H -4.12 -4.47 -4.38 0.13
H -4.21 -4.02 -1.94 0.13
H -2.03 -4.50 0.25 0.09
H -3.57 -3.90 0.90 0.10
H -2.06 -3.20 1.47 0.04
H -0.39 -2.40 -4.59 0.08
Cl -2.20 -2.42 4.07 0.59
C -2.74 -0.85 3.42 -0.97
Cl -4.42 -0.99 2.85 0.59
C -1.85 -0.26 2.29 -0.77
O -2.06 0.93 2.09 0.01
O -1.02 -1.04 1.75 -0.15
H -2.75 -0.16 4.26 0.05
```

Results
molecular weight = 1098.055 g/mol
<S²> = 0.760
electronic energy = -3738.49164 Eh
multiplicity = 2

---

Here is the molecule C5H10O2 from the OMol25 dataset. Energies are from wB97M-V/def2-TZVPD.

Geometry as XYZ:
```
17
Properties=species:S:1:pos:R:3:lowdin_charge:R:1
O 2.27 0.35 0.86 -0.07
C 1.60 -0.55 -0.01 -0.25
C 0.13 -0.47 0.34 -0.27
C -0.32 1.01 0.36 -0.13
C -1.77 0.93 -0.07 -0.21
O -1.79 -0.07 -1.06 -0.13
C -0.85 -1.08 -0.69 -0.15
H 3.20 0.39 0.62 0.09
H 1.75 -0.26 -1.06 0.13
H 1.99 -1.57 0.11 0.12
H -0.03 -0.92 1.32 0.15
H -0.15 1.49 1.33 0.12
H 0.25 1.54 -0.40 0.12
H -2.11 1.87 -0.53 0.12
H -2.45 0.69 0.76 0.12
H -0.35 -1.41 -1.61 0.12
H -1.38 -1.94 -0.27 0.12
```

Results
molecular weight = 102.133 g/mol
electronic energy = -346.96799 Eh
SMILES = OC[C@H]1CCOC1

---

Here is a structure of composition C4H4N2S from the OMol25 dataset. Energies are from wB97M-V/def2-TZVPD.

Geometry as XYZ:
```
11
Properties=species:S:1:pos:R:3:lowdin_charge:R:1
C -1.56 0.74 -0.03 -0.38
C -0.31 -1.01 0.15 -0.56
C 1.13 0.54 -0.13 -0.08
C -0.18 0.33 0.01 -0.39
H -1.91 1.05 0.91 0.06
H -1.96 1.24 -0.92 0.10
H 2.73 -0.87 0.03 0.20
H 1.68 1.45 0.27 0.15
N 0.81 -1.77 0.01 0.09
N 1.67 -0.68 -0.19 -0.06
S -2.10 -1.01 -0.10 0.90
```

Results
molecular weight = 112.157 g/mol
electronic energy = -662.41492 Eh

---

Q: Which max |F| values were calculated for the entries above? A: 2.421 2.963 1.698 2.861 5.604 3.515 0.538 0.442 4.981, in eV/A.